(1)
{"formula": "C12H20Br2InN4S4", "method": "ωB97M-V with the def2-TZVPD basis set", "symbols": ["In", "C", "C", "N", "C", "C", "C", "C", "C", "C", "C", "N", "C", "C", "N", "N", "H", "H", "H", "H", "H", "H", "H", "H", "H", "H", "H", "H", "H", "H", "H", "H", "H", "H", "Br", "C", "Br", "H", "H", "S", "S", "S", "S"], "coordinates": [[-0.8990, 0.6780, -0.7310], [-0.0489, -2.5236, -0.0965], [0.2283, -2.4168, -1.5794], [0.6065, -1.0411, -1.9966], [2.0190, -0.6685, -1.7944], [2.2807, 0.1551, -0.5438], [3.4934, 0.7966, -0.3527], [3.6923, 1.4973, 0.8264], [2.6936, 1.5186, 1.7911], [1.5100, 0.8627, 1.5248], [0.3685, 0.7914, 2.5227], [-0.9491, 0.8044, 1.8619], [-1.8979, -0.2684, 2.2278], [-1.4285, -1.6291, 1.7517], [-1.2005, -1.6738, 0.2863], [1.3054, 0.2062, 0.3706], [0.8168, -2.1795, 0.4640], [-0.2142, -3.5715, 0.1583], [-0.6725, -2.6890, -2.1333], [1.0054, -3.1371, -1.8370], [0.3909, -0.9362, -2.9756], [2.3599, -0.0935, -2.6516], [2.6458, -1.5627, -1.7463], [4.2633, 0.7542, -1.1173], [4.6222, 2.0339, 0.9921], [2.8290, 2.0489, 2.7289], [0.4603, 1.6119, 3.2282], [0.4799, -0.1323, 3.0917], [-1.3879, 1.7012, 2.0195], [-2.8485, -0.0307, 1.7449], [-2.0762, -0.3200, 3.3030], [-2.1627, -2.3673, 2.0688], [-0.4881, -1.8906, 2.2403], [-2.0258, -2.0339, -0.1795], [-3.0210, -0.7191, -3.0702], [-4.6084, 0.1641, -2.3945], [-4.2853, 1.5743, -1.1390], [-5.2037, -0.5854, -1.9030], [-5.1146, 0.5918, -3.2418], [-0.2901, 3.7862, 0.7054], [1.3719, 4.4116, -0.0218], [1.5510, 3.6485, -1.9870], [-0.1715, 2.8332, -2.4159]], "atomic_forces_ev_per_a": [[0.74, -0.05, 0.20], [-0.29, 0.33, 0.06], [0.05, 0.46, -0.12], [0.01, -0.17, 0.39], [-0.23, 0.07, 0.15], [-0.33, -0.14, 0.11], [0.19, 0.00, 0.03], [0.12, 0.02, -0.03], [0.10, 0.03, 0.14], [-0.33, -0.23, -0.21], [-0.09, -0.01, -0.32], [-0.17, -0.21, -0.07], [0.26, 0.23, -0.19], [0.23, 0.03, -0.33], [0.26, -0.10, 0.17], [0.15, 0.45, -0.19], [0.03, 0.02, 0.08], [-0.07, -0.12, 0.03], [0.02, 0.00, -0.05], [0.11, -0.06, -0.10], [-0.04, 0.07, -0.16], [-0.01, 0.06, -0.11], [0.07, -0.09, 0.00], [-0.11, 0.03, 0.10], [-0.12, -0.09, -0.02], [-0.03, -0.05, -0.15], [-0.04, 0.12, 0.08], [0.00, -0.06, 0.07], [-0.01, 0.05, 0.02], [-0.03, 0.06, 0.03], [0.01, 0.03, 0.13], [-0.04, -0.16, -0.01], [-0.01, 0.00, -0.01], [-0.10, 0.00, 0.01], [-0.07, 0.00, 0.01], [0.09, -0.02, 0.03], [0.02, 0.08, 0.05], [-0.11, -0.15, 0.04], [-0.08, 0.06, -0.19], [-0.21, 0.00, 0.20], [0.18, 0.15, -0.06], [0.50, -0.02, 0.10], [-0.63, -0.62, 0.08]], "lowdin_charge": [0.561, -0.201, -0.187, -0.107, -0.125, -0.260, -0.013, -0.028, -0.019, -0.268, -0.131, -0.136, -0.198, -0.184, -0.106, 0.082, 0.109, 0.133, 0.106, 0.125, 0.107, 0.134, 0.136, 0.131, 0.126, 0.130, 0.128, 0.129, 0.063, 0.112, 0.129, 0.130, 0.115, 0.103, 0.605, -1.014, 0.619, 0.002, 0.004, 0.061, -0.005, -0.045, -0.053], "mol_weight_da": 623.21, "e_homo_ev": [-9.53, -9.86], "gap_ev": [5.5, 5.7], "lumo_ev": [-4.012, -4.159], "charge": 1, "total_energy_ev": -207323.955, "multiplicity": 1}

(2)
{"formula": "C35H44F3N10O2PPbS3", "method": "ωB97M-V with the def2-TZVPD basis set", "symbols": ["Pb", "F", "C", "F", "F", "C", "C", "C", "C", "N", "C", "S", "H", "H", "H", "C", "C", "C", "C", "C", "C", "N", "N", "C", "C", "C", "C", "C", "N", "H", "H", "H", "H", "H", "H", "H", "H", "H", "S", "C", "N", "C", "C", "C", "N", "C", "S", "N", "C", "O", "C", "C", "C", "C", "C", "C", "H", "H", "H", "H", "H", "H", "H", "H", "H", "H", "H", "H", "H", "H", "C", "N", "C", "P", "O", "N", "C", "C", "N", "C", "C", "H", "H", "H", "H", "H", "H", "H", "H", "H", "H", "H", "H", "H", "H", "H", "H", "H", "H"], "coordinates": [[0.4484, 0.0227, -1.1868], [-5.0093, -1.1980, 1.8301], [-5.1120, 0.1118, 1.5635], [-6.1174, 0.5983, 2.2873], [-5.4426, 0.2309, 0.2713], [-3.8132, 0.8390, 1.8653], [-3.8029, 1.8663, 2.8035], [-2.6116, 2.5135, 3.0768], [-1.4605, 2.1244, 2.4003], [-1.4568, 1.1574, 1.4879], [-2.6038, 0.5363, 1.2574], [-2.5460, -0.6552, -0.0586], [-4.7158, 2.1446, 3.3089], [-2.5653, 3.3121, 3.8030], [-0.5119, 2.6010, 2.6042], [-2.6470, -2.8118, 4.8339], [-3.2934, -3.5762, 3.8700], [-3.0538, -3.3470, 2.5251], [-2.1792, -2.3282, 2.1993], [-1.5088, -1.5572, 3.1272], [-1.7549, -1.8139, 4.4685], [-1.9428, -2.1147, 0.7503], [-1.5678, -3.0974, 0.1237], [-1.4487, -3.1208, -1.3211], [-1.8964, -4.2896, -1.8800], [-1.7692, -4.4313, -3.2636], [-1.1445, -3.4332, -3.9750], [-0.6647, -2.3130, -3.2937], [-0.8339, -2.1388, -1.9845], [-2.8381, -3.0004, 5.8813], [-3.9865, -4.3516, 4.1637], [-3.5521, -3.9231, 1.7586], [-0.8063, -0.7937, 2.8382], [-1.2377, -1.2262, 5.2138], [-2.3156, -5.0652, -1.2570], [-2.1232, -5.3281, -3.7520], [-0.9905, -3.5073, -5.0415], [-0.1039, -1.5408, -3.8060], [3.4771, -0.1708, -5.1092], [2.4111, -0.1764, -3.9340], [1.6156, -0.1617, -3.0524], [6.3501, -2.7713, 3.5166], [6.2606, -2.6821, 1.9987], [4.8422, -2.7874, 1.4641], [4.0812, -1.6005, 1.8885], [2.9215, -1.2430, 1.4039], [2.0925, -2.1193, 0.2133], [2.3002, -0.0871, 1.8679], [2.4508, 0.6677, 3.0431], [1.4464, 1.1440, 3.5287], [3.8130, 0.8816, 3.5921], [3.9890, 0.8151, 4.9707], [5.2469, 1.0430, 5.5063], [6.3079, 1.3664, 4.6698], [6.1233, 1.4664, 3.2961], [4.8725, 1.2171, 2.7508], [7.3853, -2.7347, 3.8502], [5.9150, -3.7008, 3.8858], [5.8317, -1.9462, 4.0145], [6.8407, -3.4808, 1.5346], [6.7022, -1.7449, 1.6466], [4.3346, -3.6735, 1.8506], [4.8151, -2.8364, 0.3768], [4.4977, -1.0241, 2.6101], [1.3514, -0.0092, 1.5251], [3.1472, 0.5815, 5.6075], [5.4003, 0.9762, 6.5739], [7.2855, 1.5522, 5.0926], [6.9484, 1.7426, 2.6550], [4.7170, 1.2961, 1.6821], [0.6866, 3.0862, -4.1926], [-0.5633, 2.3937, -4.5269], [-0.3899, 1.4258, -5.6115], [-1.6860, 2.1518, -3.3706], [-1.2868, 1.2680, -2.1960], [-3.0166, 1.4775, -4.0495], [-3.7795, 2.2005, -5.0610], [-3.3030, 0.0543, -3.9985], [-2.0092, 3.6516, -2.8171], [-2.6967, 3.8060, -1.5392], [-2.0051, 4.8717, -3.6171], [1.0276, 3.6570, -5.0563], [1.4664, 2.3749, -3.9201], [0.5261, 3.7813, -3.3705], [-0.0498, 1.9429, -6.5086], [-1.3326, 0.9388, -5.8459], [0.3565, 0.6695, -5.3564], [-3.6376, 3.2729, -4.9601], [-4.8422, 1.9906, -4.9357], [-3.4834, 1.9036, -6.0717], [-2.6649, -0.4237, -3.2621], [-3.1458, -0.4199, -4.9737], [-4.3435, -0.1101, -3.7097], [-2.6522, 2.8838, -0.9643], [-3.7446, 4.0807, -1.6895], [-2.2166, 4.5953, -0.9561], [-1.5457, 4.6957, -4.5862], [-1.4381, 5.6480, -3.1000], [-3.0243, 5.2366, -3.7664]], "atomic_forces_ev_per_a": [[0.23, 0.42, 0.14], [0.00, -0.09, 0.04], [0.06, 0.13, 0.00], [0.07, -0.02, 0.00], [-0.01, 0.05, -0.15], [-0.13, 0.21, 0.29], [0.04, 0.01, 0.01], [-0.01, -0.07, -0.06], [0.03, 0.07, 0.05], [0.03, 0.07, 0.09], [-0.23, -0.22, -0.23], [0.19, -0.18, -0.09], [-0.03, 0.02, 0.02], [-0.01, 0.01, 0.01], [0.06, -0.02, -0.01], [-0.03, -0.01, 0.07], [0.01, 0.00, -0.02], [-0.05, 0.01, 0.20], [0.35, 0.10, -0.67], [-0.06, -0.04, 0.18], [0.02, 0.03, -0.11], [-0.54, 0.24, 0.54], [0.23, -0.23, -0.78], [0.12, 0.16, 0.91], [-0.05, -0.24, -0.47], [-0.10, -0.12, 0.24], [0.14, 0.27, 0.03], [-0.09, -0.19, -0.11], [0.15, 0.02, 0.00], [-0.01, -0.01, 0.01], [0.00, -0.02, 0.01], [0.00, 0.00, -0.02], [0.11, 0.05, -0.07], [-0.01, -0.04, 0.06], [-0.01, -0.02, 0.02], [-0.02, -0.01, -0.01], [0.01, -0.02, -0.02], [-0.05, 0.01, -0.03], [-0.19, -0.01, 0.06], [0.37, 0.02, -0.04], [-0.34, -0.10, 0.01], [-0.03, 0.02, 0.06], [0.05, -0.02, -0.12], [-0.13, 0.16, 0.12], [0.14, -0.17, 0.03], [-0.39, 0.33, -0.10], [0.07, -0.34, -0.04], [-0.06, -0.06, -0.13], [-0.01, 0.06, 0.17], [0.12, -0.05, -0.05], [-0.23, 0.03, -0.03], [0.14, 0.02, 0.03], [-0.03, -0.01, -0.05], [0.02, 0.01, 0.00], [-0.09, -0.03, 0.01], [0.14, 0.02, 0.07], [0.03, 0.00, -0.02], [-0.01, -0.03, -0.02], [0.00, 0.02, 0.00], [0.01, -0.02, 0.07], [0.01, -0.01, -0.02], [0.03, -0.05, -0.01], [0.03, 0.03, -0.01], [0.01, -0.06, -0.05], [0.02, -0.05, 0.15], [-0.03, 0.00, 0.01], [0.00, 0.00, 0.02], [0.02, 0.00, 0.01], [0.02, 0.01, -0.01], [-0.01, 0.00, -0.03], [-0.11, 0.13, -0.01], [0.38, -0.12, -0.25], [-0.05, 0.03, -0.05], [-0.05, -0.12, 0.37], [-0.07, -0.06, -0.29], [-0.17, -0.14, -0.08], [0.02, -0.01, -0.01], [-0.02, 0.00, -0.01], [-0.05, 0.23, 0.22], [-0.02, 0.04, 0.02], [0.05, -0.03, -0.04], [-0.01, -0.01, -0.04], [0.05, -0.03, 0.01], [0.01, -0.03, 0.02], [0.01, 0.05, 0.01], [-0.05, -0.02, 0.01], [-0.01, 0.00, 0.00], [0.04, 0.03, 0.00], [-0.01, -0.02, 0.01], [-0.03, 0.02, -0.02], [0.04, -0.02, 0.04], [0.02, -0.02, 0.00], [-0.03, 0.03, -0.03], [0.02, -0.03, -0.03], [-0.01, 0.00, 0.00], [0.00, 0.01, -0.02], [-0.03, -0.01, 0.01], [0.00, 0.02, 0.01], [-0.01, 0.02, -0.02]], "lowdin_charge": [1.214, 0.150, -0.603, 0.174, 0.144, -0.085, 0.047, 0.019, -0.086, 0.057, -0.525, 1.099, 0.138, 0.128, 0.114, -0.036, -0.034, -0.015, -0.225, -0.017, -0.033, -0.242, 0.185, -0.317, 0.035, 0.001, 0.004, -0.109, 0.004, 0.121, 0.123, 0.127, 0.097, 0.120, 0.132, 0.130, 0.129, 0.089, 0.668, -1.006, -0.170, -0.089, -0.231, -0.192, 0.047, -0.771, 0.584, 0.086, -0.383, 0.098, -0.183, -0.006, -0.047, -0.050, -0.051, -0.046, 0.082, 0.083, 0.058, 0.119, 0.113, 0.127, 0.104, 0.105, 0.034, 0.125, 0.117, 0.117, 0.116, 0.126, -0.077, -0.284, -0.066, 0.523, -0.539, -0.300, -0.070, -0.096, -0.299, -0.081, -0.097, 0.100, 0.061, 0.081, 0.101, 0.067, 0.054, 0.070, 0.095, 0.091, 0.036, 0.090, 0.095, 0.055, 0.094, 0.093, 0.081, 0.094, 0.089], "mol_weight_da": 1028.17, "e_homo_ev": -12.70, "gap_ev": 5.8, "lumo_ev": -6.950, "charge": 2, "total_energy_ev": -111189.237, "multiplicity": 1}

Q: Among the records above, which one has the lowest charge?
A: C12H20Br2InN4S4

Q: What is the formula in the first record?
A: C12H20Br2InN4S4